Entry from the OMol25 dataset: C14H26Cl2O2W as an isolated structure (ωB97M-V with the def2-TZVPD basis set).

multiplicity	3
expectation value of S²	2.015
max |F|	0.0567	Eh/bohr
HOMO energy (alpha / beta)	-0.22 / -0.21	eV
energy above the lowest of the compared OMol25 structures with the same formula, charge and spin	0.0	kJ/mol
charge	-2

```
45
Properties=species:S:1:pos:R:3:lowdin_charge:R:1
C -0.83 1.75 -1.80 -0.359
C -1.04 2.29 -0.49 -0.366
C -1.56 1.25 0.35 -0.342
C -0.87 3.71 -0.10 -0.054
C -1.64 0.05 -0.45 -0.368
C -1.40 0.38 -1.87 -0.377
C -1.50 -0.43 -2.97 -0.064
C -0.15 2.44 -2.92 -0.094
C -2.11 1.45 1.72 -0.055
C -2.03 -1.30 0.05 -0.083
W 0.56 0.59 -0.38 1.291
Cl 0.96 3.29 3.81 -0.862
Cl 2.41 2.05 -0.49 -0.086
O 1.53 -3.17 -1.88 -0.135
H 0.10 4.11 -0.43 0.061
H -0.95 3.83 0.98 0.062
H -1.66 4.33 -0.57 0.080
H -1.45 2.08 2.33 0.037
H -2.26 0.49 2.25 0.069
H -3.09 1.94 1.67 0.080
H -1.66 -1.47 1.06 0.054
H -1.63 -2.09 -0.61 0.071
H -3.13 -1.39 0.07 0.070
H -1.90 -1.44 -2.86 0.004
H 1.19 -2.24 -1.98 0.007
H -1.15 -0.07 -3.93 0.001
H 0.54 3.20 -2.54 0.048
H -0.88 2.94 -3.57 0.072
H 0.43 1.73 -3.54 0.071
H 0.78 -3.76 -1.64 0.053
O 1.26 -0.46 -1.78 -0.431
H 2.20 -0.38 -2.05 0.029
C 2.46 -2.41 0.80 -0.109
C 1.24 -2.01 1.61 -0.519
C 1.44 -2.48 3.08 -0.112
C 0.84 -0.54 1.55 -0.281
H 3.16 -1.56 0.70 0.076
H 2.21 -2.79 -0.22 0.034
H 3.00 -3.21 1.31 0.053
H 0.39 -2.59 1.22 0.102
H 2.26 -1.93 3.56 0.077
H 0.54 -2.34 3.69 0.064
H 1.70 -3.54 3.07 0.056
H 0.00 -0.37 2.24 0.043
H 1.69 0.07 1.92 0.036
```